# 1
C40H91Br2N9OS | ωB97M-V/def2-TZVPD

XYZ file:
```
144
C40H91Br2N9OS ωB97M-V/def2-TZVPD
C -10.77277 1.10955 1.93804
C -9.40274 0.16646 1.86063
Br -8.47431 0.70074 0.13092
C -9.76066 -1.46138 1.79759
Br -10.88962 -1.81270 0.18421
C -10.46334 -1.82448 3.23329
C -12.01621 -2.34722 3.28991
N -13.14675 -1.44026 2.85731
C -14.27548 -2.26142 2.74078
S -15.75735 -3.04002 3.17405
C -12.10078 -2.56965 4.94562
O -13.17157 -2.44695 5.76001
N -10.66962 -2.90308 5.41637
C -9.79773 -3.04042 4.16507
N -10.10535 -4.46222 3.71076
C -8.16647 -2.97203 4.31192
C -7.67258 -3.52229 5.79195
N -7.68302 -2.36113 6.77253
H -10.41904 2.19257 2.22409
H -11.53622 0.74469 2.75790
H -11.27721 1.14496 0.88084
H -8.72084 0.45132 2.77559
H -8.73443 -2.02253 1.74915
H -10.47991 -0.86071 3.89676
H -12.29306 -3.35820 2.72345
H -10.59395 -3.66472 6.12803
H -10.26542 -5.10678 4.52424
H -9.32790 -4.87034 3.14632
H -7.86637 -1.83067 4.13160
H -7.58388 -3.56930 3.45785
H -6.58818 -3.99415 5.75337
H -8.39451 -4.39752 6.15132
H -7.86645 -1.44659 6.28922
H -8.46157 -2.45981 7.46717
C -1.74150 -4.79409 3.43970
C -2.24855 -3.48114 4.03059
N -2.61067 -3.56643 5.44955
C -3.34781 -2.39299 5.92869
C -2.61596 -1.05427 5.93460
C -1.57176 -4.06122 6.35375
C -0.25279 -3.29730 6.40201
H -2.46749 -5.60146 3.58094
H -1.57742 -4.67581 2.36311
H -0.78779 -5.09921 3.87999
H -3.14290 -3.20220 3.45647
H -1.50221 -2.70347 3.85190
H -3.72804 -2.59067 6.93957
H -4.24798 -2.28227 5.31136
H -1.89773 -0.99026 6.75228
H -3.33815 -0.24234 6.08262
H -2.09624 -0.85700 4.99343
H -1.35118 -5.10217 6.08828
H -1.97545 -4.12819 7.37239
H 0.11130 -3.02067 5.40807
H 0.51725 -3.92291 6.86609
H -0.33269 -2.39265 7.00779
C -3.78161 0.92326 1.11891
C -2.82341 1.01252 -0.06598
N -3.19713 0.16089 -1.20040
C -2.13774 0.04291 -2.20723
C -1.73744 1.30732 -2.96145
C -4.54614 0.35071 -1.73508
C -4.91905 1.74124 -2.23802
H -3.89503 -0.11002 1.46287
H -3.39130 1.51361 1.95504
H -4.77061 1.32240 0.87585
H -1.83791 0.69473 0.30153
H -2.72804 2.05955 -0.36321
H -2.41445 -0.72941 -2.93695
H -1.24179 -0.35233 -1.71252
H -2.47912 1.58180 -3.71188
H -0.79557 1.13293 -3.49545
H -1.57851 2.15948 -2.29557
H -5.26734 0.06596 -0.95952
H -4.72507 -0.37306 -2.54081
H -4.58679 2.53680 -1.56447
H -6.00821 1.82181 -2.32142
H -4.51072 1.93345 -3.23204
C 0.97702 3.06773 -0.34213
C 1.02919 4.45176 -0.98387
N 2.32129 5.12996 -0.83427
C 2.27504 6.54811 -1.20390
C 1.97850 6.88784 -2.66145
C 3.49491 4.39920 -1.31423
C 3.51731 3.98058 -2.78047
H 1.24383 3.11003 0.71894
H -0.03865 2.66414 -0.41621
H 1.64318 2.35942 -0.84317
H 0.25619 5.05688 -0.49036
H 0.74018 4.36383 -2.03385
H 3.21856 7.02973 -0.91523
H 1.51393 7.03620 -0.58249
H 2.84122 6.70482 -3.30237
H 1.73987 7.95474 -2.74794
H 1.12338 6.33240 -3.05527
H 3.61300 3.49691 -0.70216
H 4.40041 4.98252 -1.10242
H 2.56196 3.56590 -3.11561
H 4.27661 3.20537 -2.92956
H 3.78355 4.81376 -3.43367
C 8.59367 -0.53573 -5.79472
C 7.09689 -0.43652 -6.07744
N 6.30859 0.06550 -4.94678
C 4.86373 -0.10415 -5.12994
C 4.20069 0.67118 -6.26443
C 6.71898 1.35728 -4.39485
C 6.73400 2.55676 -5.33644
H 8.79256 -1.15194 -4.91178
H 9.10091 -0.99932 -6.64781
H 9.04753 0.44820 -5.64503
H 6.75449 -1.45188 -6.32046
H 6.94757 0.17094 -6.97321
H 4.34783 0.13607 -4.19097
H 4.66481 -1.17119 -5.28966
H 4.08896 1.72778 -6.02014
H 3.19188 0.27722 -6.43705
H 4.74748 0.58378 -7.20687
H 7.72411 1.24686 -3.97032
H 6.09116 1.60024 -3.52774
H 7.17549 2.32358 -6.30994
H 7.33052 3.36255 -4.89532
H 5.73087 2.95683 -5.49588
C 12.78608 -0.76739 -4.97694
C 13.27354 -0.44410 -3.56699
N 12.50774 0.61408 -2.89941
C 13.14702 1.10391 -1.67414
C 13.29000 0.12447 -0.51308
C 11.06197 0.40661 -2.80744
C 10.57092 -0.84786 -2.09277
H 12.77465 0.12628 -5.60945
H 13.45725 -1.49791 -5.44152
H 11.78428 -1.20658 -4.97248
H 14.31736 -0.11463 -3.66264
H 13.28466 -1.36479 -2.97885
H 12.61498 1.99607 -1.31846
H 14.14935 1.46546 -1.93545
H 12.34028 -0.03893 -0.00328
H 13.98246 0.53644 0.23088
H 13.69138 -0.84231 -0.82779
H 10.64935 0.40146 -3.82352
H 10.59625 1.28264 -2.33759
H 11.13603 -1.74177 -2.37305
H 9.52317 -1.03259 -2.35318
H 10.61205 -0.73594 -1.00763
```

Output
energy relative to the best compared isomer or geometry (same formula, charge and spin): 582.1 kJ/mol
net charge: 0
Kohn-Sham gap: 7.485 eV
lowest unoccupied orbital energy: -0.63 eV
SMILES string: C[C@H](Br)[C@H](Br)[C@H]1[C@H](N=C=S)C(=O)N[C@]1(N)CCN.CCN(CC)CC.CCN(CC)CC.CCN(CC)CC.CCN(CC)CC.CCN(CC)CC
HOMO level: -8.1193 eV
E: -209326.2359 eV

Atomic partial charges in e from the Mulliken method, atoms 1 to 99: -0.8416 -0.3516 -0.1202 -0.2399 -0.0772 -0.5798 -0.3114 -0.3662 0.1961 -0.1085 0.2031 -0.5980 -0.2787 0.6887 -0.5890 -0.6995 -0.5263 -0.6100 0.3469 0.2485 0.2967 0.4283 0.5065 0.2793 0.5400 0.4041 0.3288 0.2994 0.1303 0.3680 0.2358 0.2430 0.2601 0.2968 -1.4434 -0.2635 0.1835 -0.3815 -1.1941 -0.7134 -0.9569 0.3206 0.4311 0.2994 0.3813 0.2471 0.4203 0.1137 0.2425 0.4401 0.2627 0.3868 0.3450 0.2402 0.3736 0.2674 -1.4955 -0.2253 0.0820 -0.6412 -0.9542 -0.6779 -0.9894 0.3101 0.4564 0.2847 0.4158 0.1951 0.3524 0.3915 0.2676 0.3699 0.2378 0.3684 0.3076 0.2178 0.3934 0.3164 -0.9640 -0.3838 0.1599 -0.6414 -0.9333 -1.0754 -0.0536 0.3509 0.0536 0.2438 0.4326 0.2137 0.3318 0.3908 0.2239 0.3925 0.2565 0.3792 0.3639 0.2101 -0.1441

***

# 2
C34H23BrF3N2O4W | ωB97M-V/def2-TZVPD

XYZ file:
```
68
C34H23BrF3N2O4W ωB97M-V/def2-TZVPD
W -0.22434 -0.10883 1.14770
C -2.37745 0.82183 1.91191
C -2.87261 -0.36523 0.98848
C -2.10968 -1.44839 1.69971
C -1.52132 -1.01992 2.88829
C -1.59987 0.39058 2.92526
H -2.52188 1.87782 1.69800
H -3.96851 -0.45528 0.88555
H -2.22611 -2.43239 1.31629
H -1.01360 -1.61720 3.64192
H -1.27556 0.95532 3.78919
O 5.33969 -3.02533 5.41593
C 4.44416 -2.00566 5.76092
O 4.30306 -1.77546 6.89484
C 3.80584 -1.29828 4.62833
C 2.57815 -0.61662 4.95763
C 1.92920 0.12296 4.05822
C 2.44836 0.16170 2.76471
C 3.67651 -0.43319 2.44093
C 4.37675 -1.17459 3.35621
N 1.65516 0.79602 1.67709
C 1.90519 1.91474 1.21245
C 1.08495 2.31033 0.13884
C 1.19284 3.50503 -0.45160
C 0.08596 3.90078 -1.31329
C -0.74413 2.95266 -1.77579
C -0.63546 1.52984 -1.35275
N 0.10940 1.39308 -0.09212
H 5.21734 -3.28961 4.49654
H 2.24222 -0.77307 5.95330
H 1.06309 0.69238 4.37692
H 4.06046 -0.43833 1.39780
H 5.40625 -1.58326 3.16678
H 2.78070 2.52145 1.49545
H 1.99608 4.23039 -0.18369
H -0.04883 4.88421 -1.69872
H -1.50501 3.28935 -2.52991
H -0.14014 0.87982 -2.10697
F -7.66295 1.27137 -3.80208
C -6.60559 1.18514 -4.54219
F -6.46193 2.28980 -5.28355
F -6.83207 0.13670 -5.40104
C -5.38592 1.02637 -3.69414
C -5.47322 1.34216 -2.35387
C -4.31743 1.22900 -1.57254
C -3.12255 0.92036 -2.12925
C -3.01333 0.66880 -3.48778
C -4.16644 0.69496 -4.24394
C -2.00803 0.76247 -1.17318
C -1.98478 0.08760 -0.07191
H -6.38313 1.70690 -1.95117
H -4.39664 1.29320 -0.46863
H -2.04956 0.36570 -3.88854
H -4.05950 0.42371 -5.29630
Br 5.15923 -2.32226 -0.22932
C 3.74213 -2.30557 -1.49005
C 4.14621 -2.23678 -2.83481
C 3.13827 -2.15261 -3.75972
C 1.80126 -2.11062 -3.35810
C 1.43814 -2.00033 -2.04567
C 2.42011 -2.18898 -1.04460
C 1.95536 -2.33910 0.34497
O 2.44109 -3.03169 1.26520
O 0.75870 -1.68115 0.59767
H 5.20881 -2.21075 -3.04920
H 3.35218 -2.13877 -4.78863
H 1.01571 -2.17422 -4.10511
H 0.42900 -1.78100 -1.72288
```

Output
energy relative to the best compared isomer or geometry (same formula, charge and spin): 223.3 kJ/mol
net charge: +1
Kohn-Sham gap (alpha / beta): 6.591 / 6.252 eV
lowest unoccupied orbital energy (alpha / beta): -4.10 / -5.18 eV
⟨S²⟩: 2.03
HOMO level (alpha / beta): -10.6951 / -11.4275 eV
spin multiplicity: 3
E: -126812.7741 eV

The Mulliken scheme yields these atomic charges, measured in e: 1.2835 -0.8151 0.4659 -0.9707 -0.5253 -0.5938 0.4645 0.5721 0.5419 0.4664 0.6478 -0.4923 0.4713 -0.4726 0.5307 -0.9294 -0.3897 -0.5042 -0.1686 -0.9098 0.2991 -0.2325 0.5960 -0.7755 -0.7348 -0.7615 0.9186 0.1426 0.3196 0.5279 0.5579 0.4694 0.4638 0.4196 0.4250 0.4788 0.3423 0.2810 -0.2614 0.9073 -0.2463 -0.2707 0.2362 -0.9804 -0.5029 0.0868 -0.1375 -1.0840 1.0394 -1.1283 0.5168 0.3157 0.5659 0.3902 -0.1251 0.3738 -0.8224 -0.4331 -0.8470 -0.1263 0.5058 -0.0096 -0.5526 -0.6328 0.4508 0.4439 0.4157 0.5018

***

# 3
C19H42LuNO2P3S | ωB97M-V/def2-TZVPD

XYZ file:
```
69
C19H42LuNO2P3S ωB97M-V/def2-TZVPD
Lu -0.28802 0.38019 -0.37699
P -1.59208 0.95107 2.24986
P 1.44187 -0.74250 1.98964
P -1.38613 -2.02433 0.49043
H 1.90740 3.49151 -3.47676
C 1.57938 2.85380 -4.31483
C 0.28892 2.82599 -4.71228
H -0.47848 3.49347 -4.31074
C -1.35133 2.68987 2.78121
C -1.63516 0.23867 3.98814
C -3.41586 1.01458 1.91412
C 3.02159 -1.40213 1.31621
C 2.19112 0.53107 3.07495
C 1.17561 -2.05214 3.24721
C -2.72064 -2.14734 -0.77539
C -2.29961 -2.59634 1.95145
C -0.50377 -3.58603 0.12510
H 2.35018 2.21335 -4.73456
H -0.02656 2.21577 -5.55825
H -1.41226 3.35243 1.90624
H -0.39328 2.82912 3.30131
H -2.16343 2.93434 3.47716
H -0.64172 0.29338 4.46487
H -1.96930 -0.81080 3.97062
H -2.35145 0.83226 4.58436
H -3.53547 1.56972 0.96996
H -3.92760 1.56476 2.71315
H -3.80491 -0.00102 1.77735
H 3.62033 -1.80325 2.14340
H 3.58387 -0.59276 0.83681
H 2.82389 -2.19158 0.58113
H 2.70423 0.02074 3.89935
H 1.43656 1.20517 3.49377
H 2.93641 1.10753 2.51341
H 2.11070 -2.15623 3.81042
H 0.94881 -3.01509 2.77994
H 0.37563 -1.78652 3.94425
H -3.11746 -3.17206 -0.74072
H -2.33126 -1.92520 -1.77940
H -3.50678 -1.41943 -0.53870
H -2.78548 -3.54210 1.69197
H -3.06803 -1.88850 2.26039
H -1.62485 -2.77810 2.78987
H -1.27761 -4.35694 0.00929
H 0.14687 -3.86334 0.96673
H 0.11046 -3.49952 -0.78743
C 0.79935 -1.57550 -3.24526
C 1.31841 -2.69306 -3.91887
C 0.84112 -3.03118 -5.17105
C -0.22522 -2.34277 -5.74253
C -0.85437 -1.33257 -5.01540
C -0.38275 -1.00489 -3.75509
S 1.59912 -0.84528 -1.91940
H -1.97450 0.73106 0.16863
H 2.10338 -3.24393 -3.41430
H 1.31130 -3.85017 -5.70165
H -0.58694 -2.62188 -6.72717
H -1.70728 -0.78649 -5.41335
H -0.83519 -0.21539 -3.15369
N 2.76414 4.01021 0.69284
C 1.35717 4.29837 0.20560
C 0.73852 2.94546 -0.13187
O -0.45954 2.77534 -0.56253
O 1.52734 1.95945 0.12695
H 2.80240 3.42017 1.53641
H 3.21652 4.88772 0.90979
H 3.33933 3.52248 -0.00456
H 0.77219 4.78130 1.00391
H 1.39020 4.95604 -0.67544
```

Output
energy relative to the best compared isomer or geometry (same formula, charge and spin): 372.5 kJ/mol
net charge: +3
Kohn-Sham gap (alpha / beta): 5.738 / 5.290 eV
lowest unoccupied orbital energy (alpha / beta): -11.08 / -11.53 eV
HOMO level (alpha / beta): -16.8156 / -16.8183 eV
E: -98265.4834 eV

The Mulliken scheme yields these atomic charges, measured in e: 0.6532 0.9217 1.1053 1.0795 0.1731 -0.4313 -0.5243 0.2610 -1.4404 -1.2961 -1.2949 -1.4688 -1.2834 -1.5331 -1.1991 -1.5145 -1.1518 0.2667 0.2756 0.3384 0.3145 0.5895 0.3794 0.3318 0.5395 0.4779 0.5308 0.2892 0.5005 0.4048 0.3400 0.5060 0.2627 0.2846 0.6087 0.3808 0.2891 0.4950 0.3191 0.3542 0.5503 0.3973 0.3308 0.5185 0.3316 0.1779 0.8286 -0.3573 -0.6608 -0.3226 -0.8383 -0.4809 -0.1433 -0.1203 0.4919 0.4394 0.4480 0.4812 0.4956 -0.1877 -0.7194 1.1325 -0.8003 -0.8494 0.2280 0.4072 0.3673 0.3432 0.3759

***

Which value of E does entry 3 give?
-98265.4834 eV

***

What is the formula in the first record?
C40H91Br2N9OS

***

What is the energy relative to the best compared isomer or geometry (same formula, charge and spin) in the third record?
372.5 kJ/mol